Entry 1:
{"formula": "C52H43BCl2CoN4O3P2", "method": "ωB97M-V/def2-TZVPD", "symbols": ["Co", "C", "C", "C", "C", "C", "C", "C", "C", "P", "C", "C", "C", "C", "C", "C", "C", "C", "C", "C", "C", "C", "C", "O", "C", "C", "C", "C", "C", "C", "P", "C", "C", "C", "C", "C", "C", "C", "C", "C", "C", "C", "C", "H", "H", "H", "H", "H", "H", "H", "H", "H", "H", "H", "H", "H", "H", "H", "H", "H", "H", "H", "H", "H", "H", "H", "H", "H", "H", "H", "H", "H", "H", "H", "H", "B", "N", "C", "C", "C", "N", "N", "C", "C", "C", "N", "H", "H", "H", "H", "H", "H", "H", "H", "Cl", "C", "C", "C", "Cl", "C", "O", "C", "C", "O", "C", "H", "H", "H"], "coordinates": [[2.567110, 4.853785, -1.923156], [1.130847, -5.796599, 2.740284], [-0.181148, -5.403293, 1.924849], [-0.935060, -6.780872, 1.673307], [-1.090631, -4.377538, 2.639814], [-2.089761, -4.805529, 3.625001], [-2.893521, -3.885056, 4.239944], [-2.807827, -2.514868, 3.859523], [-1.956111, -2.137053, 2.799222], [-1.881298, -0.397898, 2.256319], [-0.337817, 0.120551, 3.093358], [0.656558, 0.661429, 2.265503], [1.950055, 0.586612, 2.713631], [2.251376, 0.066976, 3.929722], [1.249070, -0.305314, 4.828972], [-0.072473, -0.267320, 4.408201], [-3.188975, 0.418464, 3.117542], [-2.956331, 1.576841, 3.917183], [-4.022369, 2.036581, 4.643585], [-5.306372, 1.545831, 4.415458], [-5.617890, 0.583126, 3.470236], [-4.498305, -0.099097, 2.981908], [-1.126060, -3.069039, 2.218788], [-0.414308, -2.591348, 1.105504], [0.069922, -3.479511, 0.214255], [0.141384, -3.123332, -1.191648], [0.544788, -4.108192, -2.113625], [0.991051, -5.355793, -1.681131], [0.972352, -5.711003, -0.366496], [0.308320, -4.818429, 0.535231], [-0.483042, -1.478536, -1.667055], [-2.313627, -1.838735, -1.339385], [-3.140126, -0.864137, -0.774772], [-4.515889, -1.160956, -0.627540], [-5.082812, -2.337431, -1.253954], [-4.218728, -3.228667, -1.883834], [-2.824639, -2.878314, -2.011466], [-0.207457, -1.420779, -3.406206], [1.077049, -1.664844, -3.871888], [1.325981, -1.645102, -5.215068], [0.312925, -1.447374, -6.205551], [-0.966354, -1.267554, -5.751679], [-1.250323, -1.187965, -4.387112], [0.975838, -6.242025, 3.746446], [1.690539, -4.878103, 2.825040], [1.716516, -6.481774, 2.078200], [-0.954542, -7.472195, 2.515720], [-0.410892, -7.316742, 0.884407], [-1.958609, -6.575484, 1.302912], [-2.061848, -5.782942, 3.960785], [-3.665308, -4.156583, 4.955818], [-3.406245, -1.750844, 4.400236], [0.383103, 1.318713, 1.489131], [2.811944, 0.984866, 2.151637], [3.303147, -0.121984, 4.206308], [1.571417, -0.681255, 5.824140], [-0.947445, -0.353039, 5.096822], [-1.946682, 1.986316, 3.976828], [-3.909240, 2.843898, 5.298814], [-6.075120, 1.917830, 5.169391], [-6.590136, 0.426212, 2.957751], [-4.623010, -0.925801, 2.322913], [0.493934, -3.876467, -3.143266], [1.332262, -6.105678, -2.331280], [1.363907, -6.625049, 0.070610], [-2.658703, 0.027533, -0.406123], [-5.137792, -0.498482, -0.040106], [-6.116346, -2.418492, -1.136391], [-4.581004, -4.200144, -2.210445], [-2.328896, -3.485526, -2.845045], [1.799778, -1.939864, -3.093714], [2.301388, -1.955657, -5.595815], [0.641225, -1.283355, -7.234103], [-1.781195, -1.184785, -6.472283], [-2.232361, -0.734342, -4.130601], [-0.263083, 6.376787, -2.362226], [0.264296, 6.185168, -0.947470], [-0.202812, 6.870528, 0.082003], [0.406908, 6.495655, 1.263266], [1.374592, 5.527137, 0.897900], [1.270632, 5.384307, -0.492803], [0.524139, 5.658016, -3.566803], [0.067515, 5.583464, -4.791004], [0.841325, 4.656977, -5.482916], [1.842547, 4.243584, -4.652512], [1.575812, 4.764259, -3.423995], [-1.468237, 5.971154, -2.424840], [-0.234693, 7.521004, -2.638069], [-0.952225, 7.659163, -0.190778], [0.222979, 7.057365, 2.176079], [2.177857, 5.029367, 1.427306], [-0.763685, 6.197346, -5.202168], [0.725417, 4.375139, -6.585310], [2.611915, 3.515205, -4.774249], [8.999524, 2.555012, 0.148818], [7.411796, 2.750481, -0.449213], [6.449760, 1.643631, -0.533833], [5.086197, 1.879945, -0.787865], [4.033975, 0.533608, -0.698587], [4.603342, 3.181304, -1.171133], [3.340265, 3.320446, -1.285358], [5.529895, 4.284498, -1.213120], [5.199692, 5.565906, -1.616074], [4.084491, 5.931798, -2.161459], [6.883201, 4.003847, -0.750930], [6.678736, 0.596573, -0.452042], [6.009702, 6.290538, -1.352894], [7.499068, 4.929313, -0.528229]], "forces_ev_per_angstrom": [[-0.12, 0.50, 2.10], [-0.61, 0.20, -0.84], [0.77, -0.98, 0.21], [-0.19, 1.16, -0.69], [-1.01, -1.70, 0.41], [2.31, 2.42, -1.56], [-0.49, 1.59, -0.42], [0.42, -0.64, -0.21], [-1.49, 0.87, 2.16], [1.00, 0.38, -1.30], [-0.36, -0.06, -0.32], [-0.41, -0.24, 1.79], [1.57, 1.12, -1.09], [0.70, -1.35, 1.57], [0.49, -0.41, 0.63], [-0.32, 0.56, 0.40], [-0.97, 0.38, 1.73], [0.13, -1.65, -0.99], [-0.56, -0.63, -1.00], [-1.76, 1.06, 2.05], [0.96, -0.33, -0.65], [0.37, 1.61, -0.67], [0.35, -0.31, -1.15], [-0.32, 0.15, 0.83], [-0.01, -1.88, -2.15], [0.23, -0.90, 0.62], [-0.29, 0.50, 1.86], [0.27, 0.14, 0.22], [-1.47, 1.70, 1.58], [0.08, -0.60, 1.49], [-0.59, 0.83, 2.48], [1.93, 2.08, -1.70], [-1.19, -1.11, 0.75], [0.89, -0.63, -1.20], [3.01, 1.60, 1.28], [0.41, 0.90, 0.35], [-2.70, -3.44, -1.93], [-2.37, 0.01, -2.53], [-0.26, -0.22, 0.82], [0.19, -0.55, -2.06], [1.87, 0.18, 1.41], [-0.78, 0.30, -0.12], [0.82, 0.56, 0.95], [-0.16, 0.23, -0.74], [0.47, 0.21, 0.33], [-0.40, 0.37, 0.83], [-0.10, 0.41, 0.31], [-0.04, 0.00, -0.04], [0.43, -0.24, 0.27], [-0.12, -1.95, 0.35], [0.35, -0.17, 0.07], [0.47, -0.75, -0.59], [-0.26, -0.10, -1.54], [-0.74, -0.16, -0.08], [-0.61, 0.40, -0.08], [-0.57, 0.43, -0.69], [0.92, -0.65, -0.57], [-0.36, -0.02, 0.10], [0.17, 0.96, 1.08], [0.66, -0.20, -1.59], [0.46, -0.18, 1.27], [-0.18, -0.60, -0.44], [0.06, 0.05, -0.88], [0.54, -0.55, -1.28], [-0.20, -0.08, -0.63], [-0.32, 0.09, 0.24], [-0.17, 0.15, -0.30], [-1.47, -0.78, 0.00], [0.05, 0.32, -0.48], [0.07, 0.76, 1.86], [0.20, 0.24, -0.73], [-0.02, 0.47, 0.25], [-0.44, -0.56, 0.19], [0.13, 0.32, 0.23], [0.63, -1.03, 0.24], [-1.48, -0.65, -1.49], [1.85, -0.74, 1.60], [-1.56, 1.33, -0.70], [0.71, 0.12, 0.16], [-1.27, 1.27, -2.81], [-0.13, -0.11, 1.46], [0.60, -1.17, 1.84], [-0.56, 0.16, -1.56], [-0.27, -0.08, -3.69], [-1.43, 0.15, 1.77], [-1.70, 0.97, -2.94], [1.17, 0.19, 0.12], [0.03, 0.74, 0.02], [0.70, -0.96, 0.86], [0.21, -0.70, 0.01], [-0.33, 0.01, -0.05], [0.73, -0.63, 0.80], [0.16, 0.53, 1.92], [0.35, -0.19, -0.08], [0.24, -0.18, 0.00], [-3.23, 0.47, -0.71], [-0.95, 1.51, -0.54], [2.85, 0.24, -0.04], [-0.43, 0.01, -0.14], [-0.70, -0.08, 0.86], [0.94, -1.39, 0.01], [1.25, -2.87, 0.79], [-1.44, 1.39, -0.45], [3.46, 0.43, 1.23], [0.95, 0.92, 0.57], [0.64, -0.10, 0.45], [-0.80, 0.10, -0.77], [-0.48, -1.29, -0.57]], "spin_multiplicity": 4, "e_tot_ha": -5462.69075, "homo_energy_ha": [-0.2714, -0.2714], "gap_ha": [0.23505, 0.23428], "de_lowest_kcal_mol": 87.29, "s2": 3.760}

---

Entry 2:
{"formula": "C52H43Br2I2N4P2Re", "method": "ωB97M-V/def2-TZVPD", "symbols": ["Re", "N", "P", "C", "C", "C", "C", "C", "C", "C", "C", "C", "C", "C", "C", "P", "C", "C", "C", "C", "C", "C", "C", "C", "C", "C", "C", "C", "H", "H", "H", "H", "H", "H", "H", "H", "H", "H", "H", "H", "H", "H", "H", "H", "H", "H", "H", "H", "H", "C", "C", "C", "C", "C", "C", "N", "C", "C", "C", "C", "C", "C", "H", "H", "H", "H", "H", "H", "H", "H", "H", "H", "Br", "C", "C", "C", "C", "N", "C", "H", "H", "H", "H", "Br", "C", "C", "C", "C", "C", "C", "I", "H", "H", "H", "H", "I", "C", "C", "C", "C", "C", "N", "H", "H", "H", "H"], "coordinates": [[-1.302546, 1.479752, -0.044224], [1.579968, 0.225221, 1.436074], [2.151502, -1.395275, 1.190899], [3.691153, -1.435758, 2.187504], [3.683113, -0.943201, 3.494051], [4.792918, -1.134347, 4.295355], [5.906769, -1.802935, 3.810427], [5.917739, -2.286400, 2.511451], [4.809474, -2.100686, 1.700382], [1.076458, -2.335534, 2.338950], [1.128870, -3.723814, 2.253851], [0.423552, -4.498541, 3.156717], [-0.354367, -3.887389, 4.128344], [-0.392237, -2.506428, 4.220903], [0.321752, -1.724299, 3.332422], [1.090900, 1.413297, 0.322988], [1.692031, 2.905310, 1.164302], [2.972874, 2.890192, 1.718038], [3.462842, 4.016072, 2.353191], [2.689034, 5.163633, 2.436017], [1.434087, 5.196599, 1.850113], [0.939173, 4.074849, 1.208835], [2.185666, 1.291346, -1.126629], [2.885685, 2.416653, -1.561987], [3.741082, 2.318585, -2.645493], [3.897299, 1.110782, -3.306603], [3.188634, -0.005288, -2.885904], [2.328669, 0.083335, -1.804542], [2.058067, 0.658370, 2.225162], [2.810197, -0.453828, 3.905125], [4.776167, -0.773767, 5.313865], [6.767967, -1.944701, 4.444639], [6.783329, -2.812556, 2.137905], [4.816003, -2.482360, 0.690569], [1.743667, -4.181899, 1.490100], [0.478156, -5.575662, 3.111006], [-0.917874, -4.487309, 4.822622], [-0.962012, -2.031933, 5.003502], [0.328195, -0.650679, 3.433815], [3.604354, 2.016078, 1.625737], [4.452024, 4.001807, 2.781858], [3.068976, 6.034452, 2.944585], [0.845700, 6.098999, 1.895448], [-0.028230, 4.105506, 0.724874], [2.789123, 3.361123, -1.048029], [4.298682, 3.184997, -2.963453], [4.573165, 1.037753, -4.145503], [3.306027, -0.944998, -3.402232], [1.752869, -0.778493, -1.492229], [-1.478054, 1.677956, -5.611967], [-0.376522, 1.523643, -4.780256], [-0.546511, 1.144483, -3.463898], [-1.827799, 0.886016, -2.959227], [-2.937095, 1.081177, -3.799172], [-2.756693, 1.475532, -5.107951], [-2.005313, 0.473807, -1.639891], [-2.900804, -0.551956, -1.435546], [-3.185749, -1.486920, -2.453093], [-4.121310, -2.478250, -2.256651], [-4.793453, -2.585665, -1.046976], [-4.498303, -1.698654, -0.018344], [-3.557236, -0.709247, -0.196967], [-1.338202, 1.940432, -6.648081], [0.620412, 1.683502, -5.163172], [0.302046, 0.970834, -2.821993], [-3.931860, 0.925717, -3.408050], [-3.618123, 1.611919, -5.743223], [-2.650477, -1.422274, -3.388409], [-4.332659, -3.171272, -3.055737], [-5.541297, -3.348201, -0.904897], [-5.025131, -1.773904, 0.920641], [-3.396547, -0.011383, 0.618598], [-2.897803, 4.621180, 4.723708], [-2.470434, 2.964513, 3.914852], [-2.767219, 1.746641, 4.524110], [-2.400073, 0.583387, 3.865709], [-1.793382, 0.667111, 2.625815], [-1.541150, 1.840259, 2.020373], [-1.854397, 2.963273, 2.666151], [-3.270976, 1.717739, 5.476812], [-2.590465, -0.385074, 4.298945], [-1.487108, -0.235317, 2.094642], [-1.606898, 3.900243, 2.189727], [-1.410809, -4.207337, -4.335663], [-1.314353, -5.400594, -2.862779], [-1.751799, -6.713828, -3.001424], [-1.712853, -7.571966, -1.916516], [-1.211855, -7.131876, -0.696733], [-0.758827, -5.831336, -0.557508], [-0.826873, -4.967022, -1.633111], [-0.173250, -2.994897, -1.351775], [-2.121285, -7.053066, -3.957987], [-2.071832, -8.584658, -2.019758], [-1.174084, -7.803514, 0.144809], [-0.355836, -5.484708, 0.380848], [-4.246930, 2.927257, -0.191618], [-2.708193, 3.813772, -1.337634], [-2.968376, 4.871870, -2.188798], [-1.918005, 5.401998, -2.924975], [-0.648121, 4.856544, -2.770528], [-0.477046, 3.800835, -1.898645], [-1.487613, 3.266259, -1.192350], [-3.970630, 5.268871, -2.273811], [-2.088762, 6.220401, -3.607591], [0.191991, 5.244820, -3.325040], [0.495284, 3.344292, -1.752800]], "forces_ev_per_angstrom": [[-0.39, 0.91, -0.62], [-0.18, 0.90, 0.12], [0.16, -1.00, -0.47], [-0.60, 0.37, 0.03], [0.37, -0.23, -0.18], [-0.13, 0.24, 0.25], [0.08, -0.05, -0.16], [0.04, 0.05, 0.18], [-0.11, 0.06, -0.14], [0.24, 0.45, -0.12], [0.02, 0.21, -0.01], [-0.07, -0.02, -0.02], [-0.01, -0.03, 0.04], [-0.17, 0.03, 0.07], [0.14, -0.34, -0.15], [1.11, -0.64, 0.31], [-0.43, 0.02, -0.14], [0.01, -0.11, -0.04], [0.02, 0.00, 0.04], [-0.06, -0.03, -0.05], [-0.03, 0.14, 0.02], [0.02, -0.20, -0.03], [-0.47, 0.12, 0.07], [0.02, -0.01, 0.01], [0.02, 0.07, -0.05], [-0.01, -0.06, 0.04], [-0.01, -0.05, -0.02], [-0.21, -0.09, -0.05], [-0.34, 0.13, 0.01], [-0.11, 0.01, 0.09], [0.07, 0.03, 0.07], [0.06, -0.04, 0.08], [0.05, -0.02, -0.05], [-0.04, -0.05, -0.14], [0.03, -0.11, -0.06], [0.00, -0.10, -0.02], [-0.06, -0.11, 0.14], [-0.11, -0.01, 0.22], [0.03, 0.15, 0.05], [0.04, -0.09, 0.05], [0.12, -0.03, 0.04], [0.06, 0.12, 0.05], [-0.08, 0.12, -0.01], [-0.04, 0.09, 0.05], [0.04, 0.10, 0.07], [0.06, 0.11, -0.05], [0.05, -0.01, -0.06], [0.00, -0.12, -0.04], [0.16, -0.06, -0.08], [0.02, -0.04, 0.12], [0.05, 0.01, 0.02], [-0.21, -0.19, 0.32], [0.21, 0.54, -1.14], [-0.03, -0.08, 0.23], [-0.05, 0.01, -0.08], [0.46, 0.03, 0.83], [-0.46, -0.44, 0.16], [0.06, 0.14, -0.23], [-0.08, -0.06, -0.06], [0.12, 0.00, -0.26], [0.21, 0.23, 0.27], [-0.10, -0.11, 0.24], [-0.01, 0.09, -0.12], [0.08, -0.03, -0.03], [0.18, -0.01, 0.00], [-0.12, 0.01, 0.02], [-0.07, 0.02, -0.06], [0.04, -0.15, 0.00], [0.05, -0.09, -0.08], [-0.09, -0.12, 0.02], [-0.02, 0.00, 0.09], [-0.04, -0.02, -0.08], [0.14, -0.53, -0.24], [0.10, 0.22, -0.09], [0.13, 0.32, -0.29], [0.08, -0.03, -0.27], [-0.06, -0.43, 0.19], [-0.13, -0.15, 0.06], [-0.21, 0.81, 0.52], [-0.03, -0.01, 0.15], [0.01, -0.11, 0.02], [-0.01, -0.03, 0.06], [-0.09, 0.00, -0.07], [-0.08, -0.30, -0.09], [-0.01, 0.14, 0.19], [0.01, 0.24, -0.17], [0.11, 0.11, 0.21], [-0.07, -0.07, -0.19], [-0.03, -0.08, 0.09], [-0.11, 0.24, -0.37], [0.12, -0.11, 0.16], [-0.03, 0.00, -0.04], [0.01, -0.06, -0.05], [0.02, -0.09, 0.11], [-0.01, 0.02, 0.13], [0.70, 0.03, -0.30], [-0.37, -0.08, 0.09], [-0.10, -0.16, 0.22], [0.24, -0.24, 0.10], [-0.28, 0.03, 0.08], [0.45, 0.08, -0.18], [-0.03, -0.41, 0.51], [0.01, -0.02, 0.03], [-0.03, 0.09, -0.04], [0.10, -0.03, 0.02], [-0.09, 0.06, -0.08]], "charge": 3, "spin_multiplicity": 2, "e_tot_ha": -8729.86384, "homo_energy_ha": [-0.5370, -0.5367], "gap_ha": [0.17276, 0.15873], "s2": 1.240}